Formula: C3H7FS
Source: the Open Molecules 2025 dataset
Level of theory: wB97M-V/def2-TZVPD

```
! wB97M-V def2-TZVPD RIJCOSX def2/J DEFGRID3
* xyz 0 1
C 1.0921 0.8679 -0.5846
C 0.0008 -1.0244 0.8809
C -0.5165 -0.1054 -0.1360
F -0.7870 -0.8798 -1.2128
S -1.8500 0.9808 0.4619
H 0.7082 1.6342 -1.1979
H 1.5417 1.0727 0.3682
H 1.5817 0.0848 -1.1958
H 0.4753 -0.3882 1.6387
H -0.6512 -1.7465 1.3607
H 0.8527 -1.5308 0.3037
H -2.4479 1.0349 -0.6872
*
```

For the gap between HOMO and LUMO, the calculation gives 9.8787 eV. The calculation puts the HOMO energy at -9.03 eV.

For each atom in turn, the Löwdin charge in e is: 0.020 -0.143 -0.847 -0.036 0.786 0.019 0.038 0.057 0.078 0.080 0.113 -0.164